Computed, not measured: a molecular structure, C2H19Cd2O9, with ωB97M-V with the def2-TZVPD basis set.

Summary:
E_HOMO, Ha: -0.4328
Energy relative to the best compared isomer or geometry (same formula, charge and spin), eV: 1.612
Frontier orbital gap, eV: 6.7
Total charge: +1
Energy, eV: -29930.152

```
32
Properties=species:S:1:pos:R:3:forces:R:3:mulliken_charge:R:1
Cd -2.043597 0.093961 -0.281546 1.123 -2.784 -2.280 0.98
Cd 0.055389 0.213031 2.847522 0.349 0.645 1.671 0.82
C -0.372025 -3.366447 -2.776444 -1.501 0.368 1.242 -0.95
C -0.830861 -1.907520 -2.592719 1.017 0.596 -0.862 -0.36
O -1.223592 -1.606551 -1.260058 -0.613 0.500 0.601 -0.65
H -0.070721 -3.587773 -3.800323 0.153 0.118 0.198 0.35
H -1.237292 -3.968010 -2.497986 -0.068 -0.394 -0.333 0.27
H 0.362035 -3.619771 -2.011542 0.424 0.091 -0.379 0.27
H -1.547753 -1.601555 -3.354661 -0.585 -0.364 0.136 0.37
H 0.029809 -1.297465 -2.866950 0.307 0.374 0.165 0.27
O -0.389823 0.528863 0.891845 -0.043 1.127 -1.765 -0.53
H 0.365028 0.097890 0.445777 -0.358 -0.011 0.085 0.37
O 0.806388 -1.548711 2.381393 -0.284 -1.598 1.249 -0.88
H 0.400554 -2.224155 2.958978 0.685 0.010 -0.714 0.24
O -0.224797 2.472650 3.042093 -0.820 -0.205 0.479 -0.52
H 0.085889 3.347708 2.809729 0.603 0.273 -0.227 0.31
H -1.167986 2.578068 3.166576 -0.274 0.346 0.320 0.29
O 2.054045 1.012699 2.219362 0.790 0.275 0.011 -0.48
H 2.693497 0.306331 2.127804 0.290 -0.554 0.019 0.32
H 2.476730 1.772458 1.818965 -0.010 0.474 -0.188 0.29
O 1.638528 0.744113 -1.791812 -0.321 0.348 -0.418 -0.65
H 1.355128 1.417929 -1.173841 0.212 0.520 -0.036 0.32
H 1.731630 -0.045903 -1.259432 0.429 -0.693 0.232 0.44
O 0.686254 3.038029 -0.163819 0.177 0.384 0.239 -0.66
H 0.201471 2.272143 0.143804 -0.365 -0.677 0.488 0.31
H 0.099309 3.456535 -0.793564 0.032 0.300 -0.356 0.33
O -2.968040 1.772791 0.563623 -1.002 0.839 0.352 -0.48
H -2.677147 2.420142 1.205923 0.493 0.129 0.094 0.30
H -3.889906 1.981770 0.412876 -0.561 0.083 -0.195 0.33
O 1.561077 -1.623270 -0.282507 0.768 0.655 -0.466 -0.68
H 1.306720 -1.525023 0.635031 -0.142 -0.685 0.905 0.27
H 0.734057 -1.604956 -0.764098 -0.902 -0.491 -0.264 0.39
```
Positions in Å, forces in eV/Å.

Computed, not measured: 6 unconnected molecules or ions with the total composition C18H42INO9S5, with ωB97M-V with the def2-TZVPD basis set.

Summary:
E_HOMO, Ha: -0.3098
Energy relative to the best compared isomer or geometry (same formula, charge and spin), eV: 5.260
Frontier orbital gap, eV: 8.6
Total charge: 0
Energy, eV: -101531.186

```
76
Properties=species:S:1:pos:R:3:forces:R:3:mulliken_charge:R:1
C 1.866124 0.982615 4.164787 -0.478 0.044 -0.025 -0.91
C 0.673989 0.645250 3.079112 0.862 -0.157 1.195 0.06
C 0.076901 1.968173 2.307024 0.340 -2.249 -1.365 0.31
I 0.272175 3.948757 3.291759 -0.476 -1.205 -0.250 0.05
O -1.326065 1.538649 1.993395 -0.812 0.670 -3.378 -0.34
C -1.498287 1.274699 0.527061 -1.657 0.555 -0.889 0.46
O -2.607768 1.267956 -0.215201 8.048 -0.409 5.458 -0.55
O -0.064492 1.087295 0.124783 -2.749 1.046 -0.553 -0.38
C 0.560328 2.264627 0.768996 -1.913 0.833 0.949 -0.69
N 2.001286 2.611464 0.470388 -1.280 -1.055 -1.699 0.46
C 2.109416 3.974240 -0.180078 0.314 1.517 -1.266 -0.84
C 2.723844 1.530104 -0.301510 4.630 -4.232 3.213 0.30
C 2.673486 1.279075 -1.920960 -0.457 -0.485 0.231 -0.96
O 3.529239 0.712096 0.414575 -5.157 5.036 -4.336 -0.49
H 1.432963 1.522461 5.136984 0.857 -1.111 -2.189 0.24
H 2.374024 -0.029305 4.509554 -1.083 2.317 -0.914 0.21
H 2.622083 1.713546 3.649953 -1.185 -1.484 1.056 0.30
H 1.113969 -0.155506 2.328544 -1.078 2.086 1.244 0.19
H -0.175285 0.071625 3.691190 1.523 1.614 -1.582 0.28
H -0.186333 3.126714 0.432266 2.143 -1.143 0.693 0.60
H 1.288318 4.718837 0.211605 1.610 -1.767 -0.606 0.30
H 3.155709 4.503756 0.027928 -2.192 -1.512 -0.219 0.27
H 1.997102 3.927453 -1.363745 0.134 0.014 2.380 0.32
H 3.515408 1.840094 -2.529525 -1.840 -0.845 1.515 0.31
H 1.596863 1.545652 -2.295224 2.148 -0.345 0.530 0.31
H 2.859102 0.117164 -2.116424 -0.436 2.641 0.765 0.29
C 0.992671 -3.995176 1.649457 0.055 -0.015 -0.181 -1.04
S 2.069869 -3.299387 2.925573 -0.003 0.264 -0.073 0.36
O 2.096168 -1.812074 2.731996 0.190 -0.965 -0.129 -0.50
C 3.611872 -3.962662 2.250215 0.086 0.028 -0.107 -0.92
H -0.032531 -3.674588 1.848341 0.166 0.026 0.110 0.33
H 1.299280 -3.635960 0.664039 0.052 0.092 0.114 0.38
H 1.042879 -5.085728 1.683927 -0.029 0.051 0.145 0.36
H 3.757017 -3.605363 1.228088 -0.089 0.044 0.075 0.31
H 3.577049 -5.054382 2.265175 -0.075 0.083 0.054 0.42
H 4.439697 -3.619272 2.874514 -0.208 0.020 0.015 0.20
C -4.759039 3.129093 -1.361604 0.021 0.192 0.138 -0.74
S -4.021493 3.371012 -2.995757 -0.024 0.282 0.123 0.57
O -3.249562 4.656641 -2.956475 -0.364 -0.407 0.020 -0.65
C -5.578816 3.698293 -3.856831 -0.015 0.135 -0.049 -0.76
H -3.957108 2.945592 -0.642851 -0.149 0.018 -0.268 0.11
H -5.313174 4.022963 -1.064915 0.041 -0.003 -0.164 0.36
H -5.426243 2.264665 -1.386384 0.108 0.021 -0.052 0.33
H -6.082153 4.556974 -3.406509 0.120 -0.047 0.061 0.31
H -6.219479 2.815300 -3.800596 0.120 0.030 -0.027 0.33
H -5.356733 3.917125 -4.903614 0.040 -0.137 0.118 0.15
C -4.673735 4.875859 -8.533968 0.074 0.036 0.098 -0.92
S -5.567709 3.336944 -8.858779 0.003 -0.185 0.432 0.49
O -5.861817 2.697814 -7.533911 0.277 0.350 -0.567 -0.58
C -4.165008 2.456452 -9.587464 0.097 -0.066 0.039 -0.90
H -5.352584 5.573223 -8.037763 0.005 -0.177 -0.082 0.30
H -3.816880 4.681106 -7.884380 -0.098 -0.070 -0.036 0.28
H -4.337949 5.309505 -9.478536 -0.069 -0.070 0.031 0.38
H -3.339824 2.410733 -8.873004 -0.121 0.043 0.016 0.29
H -3.845696 2.968696 -10.497922 -0.085 -0.001 0.064 0.35
H -4.484217 1.442138 -9.836931 -0.073 0.168 0.072 0.31
C -2.097279 -6.663729 0.805530 0.065 -0.029 -0.111 -0.90
S -1.693887 -7.011924 2.534399 0.380 -0.093 -0.021 0.52
O -0.199794 -7.092145 2.641706 -0.636 -0.031 -0.201 -0.60
C -2.330644 -8.705543 2.537211 0.051 -0.106 -0.024 -0.95
H -1.750558 -5.656203 0.564601 -0.024 -0.115 0.143 0.28
H -1.598375 -7.383821 0.152341 0.006 0.022 0.129 0.30
H -3.179207 -6.716247 0.665227 0.070 0.017 0.079 0.38
H -1.817324 -9.299611 1.777569 0.022 0.121 0.042 0.31
H -3.405107 -8.691779 2.340663 0.079 0.075 0.031 0.36
H -2.149290 -9.142378 3.521714 0.021 0.172 -0.097 0.32
C 6.497740 -0.278954 6.417125 0.032 -0.112 0.098 -1.02
S 5.135787 0.058830 5.275223 -0.317 -0.358 0.012 0.58
O 4.006234 -0.860016 5.635909 0.856 0.176 -0.015 -0.64
C 5.946625 -0.625971 3.809820 -0.032 -0.080 -0.085 -0.80
H 6.196852 0.036448 7.418802 -0.062 -0.005 -0.184 0.34
H 6.721775 -1.348445 6.426677 -0.091 0.071 -0.051 0.30
H 7.380278 0.286834 6.110496 -0.101 0.004 -0.026 0.36
H 6.204382 -1.673852 3.980053 -0.043 0.068 0.108 0.25
H 6.847152 -0.048864 3.587813 -0.081 0.012 0.063 0.41
H 5.255787 -0.555656 2.966754 -0.061 0.079 0.161 0.19
```
Positions in Å, forces in eV/Å.

Computed, not measured: a single C6H7N molecule, with ωB97M-V with the def2-TZVPD basis set.

Summary:
E_HOMO, Ha: -0.3943
Energy relative to the best compared isomer or geometry (same formula, charge and spin), eV: 4.191
Frontier orbital gap, eV: 10.0
Total charge: 0
Energy, eV: -7821.457

```
14
Properties=species:S:1:pos:R:3:forces:R:3:mulliken_charge:R:1
C 0.409941 -0.957627 -1.009351 0.033 -0.071 -0.026 -1.28
C -0.387689 0.141325 -0.300680 -0.073 -0.099 0.029 0.19
C -0.085683 0.173677 1.213480 0.046 0.058 0.035 -0.48
C -0.583666 -1.036041 1.876510 -0.344 -0.861 0.401 0.14
N -1.003420 -1.999105 2.360870 0.427 0.950 -0.468 -0.41
C 0.932395 2.279470 -0.847047 -0.660 -0.371 -0.076 -0.29
C -0.110957 1.503930 -0.908760 0.585 0.338 0.090 -0.30
H 1.485168 -0.808921 -0.857890 -0.168 0.001 -0.022 0.34
H 0.134769 -1.943338 -0.619834 0.030 0.142 -0.036 0.37
H 0.219814 -0.946827 -2.086277 0.002 0.010 0.162 0.36
H -1.456160 -0.063717 -0.420611 0.131 0.035 0.013 0.33
H 0.995537 0.256052 1.382022 -0.171 -0.029 -0.030 0.33
H -0.551141 1.046070 1.682526 0.032 -0.135 -0.076 0.36
H -0.875805 1.990695 -1.530510 0.130 0.031 0.002 0.33
```
Positions in Å, forces in eV/Å.

Computed, not measured: 2 unconnected molecules or ions with the total composition C6H16N2, with ωB97M-V with the def2-TZVPD basis set.

Summary:
E_HOMO, Ha: -0.3341
Energy relative to the best compared isomer or geometry (same formula, charge and spin), eV: 1.009
Frontier orbital gap, eV: 10.2
SMILES: CC(C)N.C=NCC
Total charge: 0
Energy, eV: -9461.065

```
24
Properties=species:S:1:pos:R:3:forces:R:3:mulliken_charge:R:1
C -1.874770 0.364965 -0.486760 -0.021 0.110 -0.057 -1.37
C -0.869753 -0.165828 -1.503458 -0.058 -0.048 -0.113 0.93
C -0.836946 -1.688344 -1.496992 0.048 0.200 0.088 -1.30
N -1.135126 0.296783 -2.874370 -0.051 -0.005 0.091 -0.74
H -1.616548 0.053996 0.524886 -0.002 -0.045 0.039 0.29
H -1.913374 1.458380 -0.509821 0.035 -0.033 0.010 0.32
H -2.876797 0.000559 -0.733370 0.010 -0.032 0.055 0.41
H 0.128112 0.190800 -1.235987 0.003 0.043 0.001 -0.01
H -0.149235 -2.049427 -2.259987 -0.031 -0.064 -0.026 0.38
H -0.508236 -2.047517 -0.521926 -0.033 -0.046 0.027 0.22
H -1.836303 -2.087523 -1.690104 0.024 -0.055 -0.052 0.34
H -1.179055 1.310582 -2.890065 0.016 -0.022 -0.025 0.24
H -2.057132 -0.026401 -3.157521 0.061 0.006 -0.026 0.27
C 1.507344 1.755428 1.012834 -0.039 -0.020 0.025 -0.91
C 1.460291 0.790434 2.186700 -0.133 -0.001 0.012 -0.44
C 1.496953 -1.519016 1.983157 -0.035 -0.121 -0.050 -0.35
N 0.834374 -0.466441 1.794867 0.111 0.094 0.059 -0.17
H 1.924881 2.713361 1.324551 0.016 -0.012 -0.023 0.39
H 2.120540 1.351660 0.207532 0.037 0.014 -0.026 0.28
H 0.503950 1.925537 0.621866 0.003 -0.003 0.004 0.10
H 0.842434 1.219564 2.980019 0.016 -0.007 -0.008 0.25
H 2.464490 0.627139 2.598599 0.030 0.001 -0.004 0.40
H 2.504881 -1.529405 2.414091 0.002 0.049 0.017 0.22
H 1.065034 -2.479291 1.711249 -0.009 -0.003 -0.020 0.26
```
Positions in Å, forces in eV/Å.

Computed, not measured: a molecular structure, C11H19N4Rh, with ωB97M-V with the def2-TZVPD basis set.

Summary:
E_HOMO, Ha: -0.5601
Frontier orbital gap, eV: 8.5
Total charge: +2
Energy, eV: -20656.616

```
35
Properties=species:S:1:pos:R:3:forces:R:3:mulliken_charge:R:1
Rh 0.000000 0.000000 0.000000 1.628 -1.257 1.001 1.22
C -0.550424 1.840850 1.975676 0.151 -0.917 3.826 -0.48
C 1.001072 1.513059 2.107935 0.258 0.961 2.323 -0.62
N 1.531620 0.280945 1.116914 -2.742 11.685 1.236 -0.61
C 2.602406 -0.551178 1.160256 3.802 -1.844 2.215 -0.58
C 2.298795 -1.526570 0.110295 11.152 -4.772 3.220 1.17
C 3.064006 -2.700228 -0.325038 -0.278 0.317 -0.054 -1.02
C 2.563338 -3.556323 -1.261580 -1.004 0.721 0.004 -0.28
C 1.219927 -3.322930 -1.870071 1.476 0.311 1.057 -0.40
C 0.559551 -2.221747 -1.444858 1.220 -0.407 0.955 -0.39
C -0.903843 -1.911516 -1.934437 0.355 -2.736 -0.164 -0.59
N -1.251650 -0.714629 -1.279589 -2.901 6.369 -3.080 -0.87
C -2.573764 0.126488 -1.029808 -3.479 -1.848 -2.718 -0.54
C -2.446510 1.110580 0.265659 -2.698 1.016 4.885 -0.56
N -0.968225 1.488938 0.718484 -4.304 3.028 -6.529 -0.74
N 1.252736 -1.332816 -0.329067 -14.247 -2.823 -10.781 -0.49
H -0.889336 2.869611 2.244593 0.949 -0.535 0.021 0.41
H -1.090415 1.147667 2.654460 0.358 0.455 -0.036 0.26
H 1.166381 1.324921 3.195879 0.083 -0.284 -0.926 0.39
H 1.481209 2.539168 1.950401 0.240 -1.788 -0.442 0.34
H 1.841000 1.154261 0.527697 -0.044 -2.418 0.086 0.43
H 2.619835 -1.042903 2.136091 0.544 -0.184 -0.013 0.34
H 3.534315 -0.025189 0.946919 0.272 -0.245 0.414 0.41
H 4.015044 -2.867177 0.139448 0.365 -0.178 0.028 0.45
H 3.147748 -4.428312 -1.540647 -0.198 0.127 -0.051 0.44
H 0.804521 -4.043958 -2.591675 0.252 0.528 0.389 0.45
H -1.616686 -2.710962 -1.628243 0.771 0.207 -0.178 0.39
H -0.976425 -1.796839 -3.046010 0.286 -0.260 0.912 0.39
H -1.009599 0.042782 -1.993376 0.826 -1.586 0.424 0.50
H -3.481617 -0.523668 -0.893928 0.886 0.637 0.608 0.39
H -2.877348 0.804623 -1.891554 0.907 -0.985 0.672 0.35
H -2.865814 0.496053 1.096635 0.531 0.325 -0.568 0.31
H -3.154460 1.988200 0.187244 0.949 -0.785 -0.631 0.41
H -0.830786 2.230696 -0.037251 0.493 -0.435 1.778 0.48
H -1.527946 0.577043 -0.413271 3.143 -0.398 0.120 0.66
```
Positions in Å, forces in eV/Å.